[1]
Formula: C13H24NO4S
Source: OMol25
Level of theory: ωB97M-V/def2-TZVPD

```
43
Properties=species:S:1:pos:R:3:mulliken_charge:R:1
C -3.841 4.194 1.646 -0.642
C -4.453 3.162 0.858 -0.042
C -5.016 3.535 -0.591 -0.731
S -4.202 2.563 -1.999 0.334
C -2.392 2.956 -2.110 -0.474
C -1.503 2.476 -0.859 -0.270
C -1.396 0.858 -0.713 -0.287
O -0.202 0.454 0.026 -0.514
O -4.438 0.905 -1.597 -0.184
C -5.755 0.731 -1.052 0.422
N -6.684 0.662 -0.268 -0.329
H -4.211 4.354 2.723 0.278
H -3.047 4.890 1.205 0.248
H -4.553 2.113 1.310 0.292
H -4.790 4.650 -0.830 0.471
H -6.170 3.448 -0.677 0.457
H -1.916 2.508 -3.058 0.444
H -2.315 4.109 -2.185 0.400
H -1.774 2.993 0.139 0.043
H -0.417 2.824 -1.084 0.318
H -1.312 0.412 -1.782 0.324
H -2.298 0.466 -0.129 0.123
H 0.355 -0.105 -0.581 0.385
C 1.936 -3.963 -2.200 -1.120
C 2.156 -2.612 -1.576 0.809
O 1.217 -1.870 -1.324 -0.577
C 3.572 -2.210 -1.274 -1.026
H 0.867 -4.119 -2.361 0.301
H 2.447 -4.014 -3.164 0.327
H 2.307 -4.745 -1.534 0.311
H 4.155 -2.183 -2.198 0.442
H 4.015 -2.914 -0.566 0.365
H 3.579 -1.214 -0.827 0.187
C 5.732 -2.964 3.346 -1.174
C 4.721 -2.658 2.274 0.833
O 4.945 -2.908 1.102 -0.585
C 3.422 -2.030 2.705 -0.914
H 6.618 -3.413 2.890 0.314
H 6.028 -2.043 3.852 0.330
H 5.311 -3.672 4.063 0.328
H 3.615 -1.067 3.183 0.322
H 2.898 -2.696 3.394 0.335
H 2.790 -1.865 1.829 0.127
```

Results
Kohn-Sham gap (eV): 6.30
E_HOMO (eV): -11.35
Total charge: +1
ΔE to the lowest compared entry with this formula, charge and spin (kcal per mole): 143.26
E (eV): -34371.473

[2]
Formula: C8H10NO2
Source: OMol25
Level of theory: ωB97M-V/def2-TZVPD

```
21
Properties=species:S:1:pos:R:3:mulliken_charge:R:1
C 2.153 0.264 1.095 -0.832
C 1.518 1.255 1.725 -0.335
C 1.463 -0.495 0.117 -0.544
C 0.166 1.597 1.469 -0.742
C 0.064 -0.341 -0.127 1.135
C -0.549 0.779 0.552 0.249
C -0.634 -1.199 -1.260 -0.706
C -1.968 1.239 0.199 0.499
N 0.208 -2.396 -1.630 -0.207
O -2.342 2.265 0.953 -0.467
O -2.499 0.884 -0.870 -0.596
H 3.133 0.043 1.542 0.341
H 2.130 1.917 2.415 0.307
H 2.117 -1.282 -0.412 0.066
H -0.462 2.354 1.894 0.550
H -1.680 -1.269 -0.852 0.405
H -0.670 -0.366 -2.011 0.298
H 0.957 -2.701 -1.024 0.341
H -0.570 -3.096 -1.627 0.437
H -3.060 2.850 0.555 0.383
H 0.526 -2.307 -2.701 0.417
```

Results
Kohn-Sham gap (eV): 9.29
E_HOMO (eV): -13.10
Total charge: +1
ΔE to the lowest compared entry with this formula, charge and spin (kcal per mole): 37.76
E (eV): -14035.355

[3]
Formula: C42H34GaN5P
Source: OMol25
Level of theory: ωB97M-V/def2-TZVPD

```
83
Properties=species:S:1:pos:R:3:mulliken_charge:R:1
Ga 0.421 0.195 -0.070 -0.442
C 1.479 -6.249 2.082 -1.534
C 1.639 -4.873 1.498 0.360
C 2.342 -4.643 0.320 -1.271
C 2.461 -3.378 -0.223 -0.872
C 1.904 -2.242 0.386 1.185
N 2.004 -0.968 -0.149 0.126
C 2.470 -0.904 -1.493 -0.529
C 3.742 -0.446 -1.821 -0.611
C 4.139 -0.326 -3.143 -0.982
C 3.284 -0.651 -4.194 0.453
C 3.710 -0.467 -5.624 -1.651
C 2.015 -1.117 -3.883 -0.620
C 1.631 -1.250 -2.559 0.727
N 0.337 -1.778 -2.266 1.086
C -0.292 -2.830 -2.815 -0.342
C -1.499 -2.986 -2.166 -1.606
C -1.533 -1.954 -1.226 -0.362
N -0.418 -1.237 -1.297 0.828
C 1.221 -2.487 1.590 0.377
C 1.077 -3.765 2.113 -0.636
N 0.660 -1.413 2.350 -0.083
C 0.593 -1.316 3.687 -0.001
C -0.138 -0.188 4.006 -1.430
C -0.503 0.355 2.781 -0.098
N -0.022 -0.392 1.787 0.640
H 1.989 -6.992 1.470 0.370
H 0.428 -6.534 2.145 0.341
H 1.896 -6.305 3.088 0.344
H 2.802 -5.478 -0.194 0.356
H 3.020 -3.249 -1.141 0.444
H 4.419 -0.197 -1.016 0.549
H 5.137 0.033 -3.365 0.468
H 4.744 -0.782 -5.767 0.434
H 3.645 0.582 -5.917 0.293
H 3.082 -1.043 -6.303 0.388
H 1.313 -1.363 -4.671 0.378
H 0.170 -3.395 -3.606 0.562
H -2.243 -3.741 -2.344 0.581
H -2.295 -1.695 -0.508 0.566
H 0.498 -3.897 3.020 0.587
H 1.083 -2.041 4.314 0.555
H -0.362 0.188 4.988 0.461
H -1.045 1.261 2.557 0.515
C -6.318 1.554 0.046 -0.588
C -5.447 0.925 0.924 -0.724
C -4.087 0.906 0.649 -0.501
C -3.589 1.523 -0.498 0.226
C -4.472 2.144 -1.379 -0.378
C -5.831 2.158 -1.107 -0.761
P -1.797 1.499 -0.755 1.394
C -1.563 1.366 -2.554 0.405
C -0.529 2.042 -3.196 -0.195
C -0.267 1.805 -4.540 -0.760
C -1.033 0.895 -5.251 -0.663
C -2.072 0.221 -4.617 -0.813
C -2.333 0.451 -3.276 -0.598
C -1.167 3.137 -0.330 1.107
C -1.951 4.258 -0.257 -0.893
C -1.383 5.511 0.044 -0.905
C -0.038 5.617 0.253 -0.933
C 0.801 4.478 0.203 1.106
C 2.198 4.591 0.422 -0.869
C 2.994 3.486 0.394 -1.219
C 2.424 2.212 0.163 -0.156
C 1.083 2.051 -0.078 0.304
C 0.242 3.207 -0.067 -0.539
H -7.379 1.571 0.256 0.409
H -5.825 0.448 1.818 0.441
H -3.407 0.405 1.331 0.319
H -4.098 2.606 -2.286 0.517
H -6.513 2.640 -1.794 0.430
H 0.074 2.760 -2.656 0.360
H 0.533 2.343 -5.030 0.504
H -0.832 0.718 -6.300 0.448
H -2.683 -0.482 -5.170 0.426
H -3.148 -0.074 -2.794 0.524
H -3.017 4.188 -0.433 0.451
H -2.016 6.387 0.095 0.448
H 0.409 6.580 0.468 0.414
H 2.617 5.570 0.616 0.407
H 4.058 3.574 0.566 0.445
H 3.066 1.342 0.203 0.508
```

Results
Kohn-Sham gap (eV): 8.05
E_HOMO (eV): -10.04
Total charge: +1
E (eV): -113218.251

[4]
Formula: C2H4O2S
Source: OMol25
Level of theory: ωB97M-V/def2-TZVPD

```
9
Properties=species:S:1:pos:R:3:mulliken_charge:R:1
C -0.029 0.005 0.781 -0.694
C -0.459 -0.036 -0.760 -0.487
O -2.672 -1.275 0.110 -0.520
O -2.698 1.283 0.020 -0.510
S -2.049 0.013 0.093 0.860
H 0.023 -0.957 1.340 0.342
H 0.534 0.875 1.198 0.320
H -0.209 0.869 -1.237 0.311
H 0.217 -0.752 -1.080 0.379
```

Results
2S+1: 3
Kohn-Sham gap (alpha / beta) (eV): 7.98 / 9.47
E_HOMO (alpha / beta) (eV): -6.98 / -11.64
ΔE to the lowest compared entry with this formula, charge and spin (kcal per mole): 87.78
E (eV): -17062.759
<S²>: 2.007

[5]
Formula: C4H7ClN2
Source: OMol25
Level of theory: ωB97M-V/def2-TZVPD

```
14
Properties=species:S:1:pos:R:3:mulliken_charge:R:1
C 0.547 0.370 -1.486 0.763
C 0.965 1.306 -2.555 -1.244
C -1.801 -0.317 -2.487 -1.342
C -0.677 -0.530 -1.453 0.243
N 1.233 0.534 -0.195 -0.303
N 1.852 -0.379 -0.670 -0.312
Cl -1.366 -0.420 0.228 -0.200
H 1.681 2.100 -2.150 0.349
H 0.064 1.707 -2.905 0.347
H 1.279 0.880 -3.467 0.328
H -1.404 -0.084 -3.456 0.356
H -2.365 0.574 -2.169 0.345
H -2.443 -1.212 -2.513 0.340
H -0.455 -1.562 -1.632 0.329
```

Results
Kohn-Sham gap (eV): 9.78
E_HOMO (eV): -8.91
ΔE to the lowest compared entry with this formula, charge and spin (kcal per mole): 78.35
E (eV): -19761.335

[6]
Formula: C12H12Cl2MoO8
Source: OMol25
Level of theory: ωB97M-V/def2-TZVPD

```
35
Properties=species:S:1:pos:R:3:mulliken_charge:R:1
Mo -1.068 -0.861 0.918 1.304
O 1.113 -1.413 4.769 -0.401
C 0.532 -1.120 3.653 0.795
O -0.164 -1.884 2.990 -0.487
C 0.806 0.298 3.187 -0.430
O -0.262 0.781 2.365 -0.487
C -1.409 1.271 3.107 -0.311
C -2.440 0.136 3.264 0.584
O -3.203 0.006 4.149 -0.405
O -2.283 -0.684 2.194 -0.390
H 0.985 -2.333 5.063 0.429
H 1.706 0.279 2.570 0.310
H 0.978 0.963 4.032 0.369
H -1.852 2.076 2.520 0.332
H -1.129 1.657 4.085 0.388
O 0.277 -0.140 -4.586 -0.471
C 1.174 0.471 -3.817 0.891
C 2.171 1.300 -4.335 -0.773
C 3.052 1.945 -3.496 -0.523
C 2.956 1.804 -2.108 -0.804
C 1.989 0.990 -1.577 -0.280
C 1.094 0.297 -2.412 0.078
C 0.114 -0.601 -1.861 0.700
O -0.606 -1.389 -2.397 -0.460
O -0.034 -0.545 -0.418 -0.476
H 0.408 0.047 -5.523 0.338
H 2.243 1.420 -5.410 0.349
H 3.825 2.574 -3.917 0.421
H 3.650 2.328 -1.465 0.423
H 1.915 0.864 -0.505 0.357
Cl -3.422 -0.437 -1.014 -0.034
C -3.418 -2.196 -1.122 -0.155
Cl -2.210 -2.814 0.046 0.096
H -3.098 -2.501 -2.112 0.351
H -4.390 -2.588 -0.839 0.371
```

Results
Kohn-Sham gap (eV): 5.64
E_HOMO (eV): -14.50
Total charge: +2
ΔE to the lowest compared entry with this formula, charge and spin (kcal per mole): 33.17
E (eV): -55901.915

[7]
Formula: C4H13NOP
Source: OMol25
Level of theory: ωB97M-V/def2-TZVPD

```
20
Properties=species:S:1:pos:R:3:mulliken_charge:R:1
C 0.210 -1.121 -0.802 -0.617
C -1.034 1.044 -0.354 -1.062
C -2.167 -1.283 2.672 -0.165
C 1.314 1.087 -0.175 -0.305
N 0.139 0.182 0.040 0.156
O -1.344 -0.907 1.860 -0.439
P 2.436 1.358 1.068 -0.113
H 1.005 -1.768 -0.321 0.334
H -0.825 -1.555 -0.846 0.305
H 0.517 -0.830 -1.821 0.158
H -1.155 1.953 0.185 0.441
H -1.188 1.047 -1.448 0.406
H -1.926 0.591 0.040 0.360
H 2.017 -0.338 -3.539 0.060
H -1.993 -1.412 3.684 0.317
H -3.253 -1.534 2.294 0.208
H 1.341 1.636 -1.053 0.435
H -0.090 0.041 1.030 0.452
H 2.596 -0.517 -3.048 -0.023
H 3.400 2.324 0.535 0.093
```

Results
Kohn-Sham gap (eV): 9.99
E_HOMO (eV): -14.00
Total charge: +1
ΔE to the lowest compared entry with this formula, charge and spin (kcal per mole): 106.49
E (eV): -17174.713

[8]
Formula: C4H8F2IN
Source: OMol25
Level of theory: ωB97M-V/def2-TZVPD

```
16
Properties=species:S:1:pos:R:3:mulliken_charge:R:1
C 1.195 0.317 -0.280 -1.287
C -0.300 0.189 -0.559 -0.260
C -1.111 0.074 0.741 -0.099
C -3.921 -1.195 -0.071 0.324
N -1.589 -1.160 1.128 -0.528
F -3.765 -1.706 -1.295 -0.189
F -4.750 -1.967 0.610 -0.183
I -4.397 0.851 -0.056 0.075
H 1.752 0.346 -1.212 0.372
H 1.396 1.234 0.268 0.337
H 1.545 -0.526 0.309 0.336
H -0.483 -0.698 -1.172 0.327
H -0.638 1.055 -1.132 0.261
H -0.565 0.491 1.602 0.352
H -1.994 0.771 0.694 -0.120
H -1.351 -1.910 0.479 0.281
```

Results
2S+1: 3
Kohn-Sham gap (alpha / beta) (eV): 8.35 / 8.24
E_HOMO (alpha / beta) (eV): -8.04 / -9.73
E (eV): -19298.944
<S²>: 2.009